94
Properties=species:S:1:pos:R:3 method="wB97M-V/def2-TZVPD" de_lowest_kcal_mol=122.8 spin_multiplicity=1 homo_lumo_gap_ev="6.449 / 6.527" total_charge=+2 energy_ha=-3805.7650 molar_mass_g_mol=1006.73
W 0.85879 0.16323 0.74561
O 1.31679 -3.07855 -0.43081
S 0.46705 -1.89866 -0.65110
C 0.65530 -1.43863 -2.36075
C 1.09914 -2.41606 -3.24546
C 1.25400 -2.08359 -4.58116
C 0.97436 -0.79183 -5.01343
C 0.56226 0.17675 -4.11308
C 0.40624 -0.13309 -2.76392
P -0.12497 1.13589 -1.55477
C -1.88249 1.31457 -1.94658
C -2.86138 0.66543 -1.20857
C -4.19417 0.72032 -1.58492
C -4.56113 1.42453 -2.72023
C -3.58909 2.05646 -3.48351
C -2.25726 1.99865 -3.10895
C 0.73264 2.62826 -2.19215
C 2.16200 2.27362 -2.10868
C 3.45289 4.54513 -1.66378
C 2.29147 5.35180 -2.16487
C 0.99922 5.09134 -2.39722
C 0.23005 3.86498 -2.21747
C -1.21341 -2.48576 -0.53347
C -1.66176 -3.40885 -1.46650
C -2.90986 -3.98445 -1.28605
C -3.68485 -3.64205 -0.18506
C -3.22636 -2.71851 0.74064
C -1.97191 -2.13539 0.57914
P -1.31008 -0.82952 1.64659
C -2.73966 -0.00566 2.37306
C -3.38873 -0.66724 3.42091
C -4.51486 -0.10870 4.00133
C -4.99481 1.11159 3.54273
C -4.34155 1.77723 2.51606
C -3.21496 1.22308 1.92969
C -0.43339 -1.57474 3.06118
C -0.35094 -3.02730 3.25053
C 0.15495 -3.52301 4.39043
C 0.51191 -2.66630 5.50463
C 0.33437 -1.33996 5.44513
C -0.09078 -0.68660 4.20348
H 1.33981 -3.40493 -2.87890
H 1.59909 -2.82789 -5.28521
H 1.09607 -0.53557 -6.05696
H 0.38167 1.18816 -4.45602
H -2.60430 0.10082 -0.32820
H -4.93942 0.21488 -0.98583
H -5.59992 1.47788 -3.01552
H -3.86781 2.59668 -4.37771
H -1.51701 2.47900 -3.73188
H 2.44142 1.32616 -2.55722
H 3.73547 4.93656 -0.67952
H 2.57996 6.38384 -2.33574
H 0.40358 5.93955 -2.71283
H -0.83209 4.00500 -2.05527
H -1.05715 -3.67673 -2.32148
H -3.28016 -4.69881 -2.00777
H -4.65841 -4.09331 -0.05346
H -3.85384 -2.43813 1.57630
H -3.01446 -1.61168 3.80248
H -5.01068 -0.62063 4.81430
H -5.87125 1.55084 3.99918
H -4.69677 2.74152 2.18067
H -2.69649 1.78116 1.16012
H -0.72164 -3.68515 2.47460
H 0.22943 -4.59434 4.52202
H 0.83630 -3.12927 6.42599
H 0.45858 -0.71701 6.31975
H -0.52032 0.30361 4.25908
O 1.52362 1.83594 2.08001
S 0.03188 2.03407 1.98743
O -0.64507 2.09506 3.25176
O -0.39482 2.99856 0.98886
O 0.84719 -0.82074 3.08557
C 3.36124 3.03956 -1.60830
C 4.63612 2.28210 -1.67897
C 4.82236 1.07480 -1.11488
C 3.77079 0.45609 -0.32653
N 2.67159 1.07810 -0.07901
C 2.44255 2.34391 -0.62676
C 3.83943 -0.84714 0.34802
C 4.95057 -1.65926 0.30062
C 4.95768 -2.83447 1.04551
C 3.83870 -3.14455 1.78264
C 2.74190 -2.29332 1.74946
N 2.72642 -1.14472 1.07398
H 4.30206 4.79174 -2.30882
H 5.47677 2.76353 -2.16512
H 5.78191 0.58762 -1.19244
H 1.75814 2.95882 -0.05831
H 5.80277 -1.38135 -0.30015
H 5.82070 -3.48532 1.03729
H 3.78155 -4.04545 2.37548
H 1.84927 -2.55422 2.28901

***

54
Properties=species:S:1:pos:R:3 method="wB97M-V/def2-TZVPD" de_lowest_kcal_mol=27.0 spin_multiplicity=1 homo_lumo_gap_ev=6.836 total_charge=+3 energy_ha=-7024.8092 molar_mass_g_mol=645.49
Zr 0.48853 -0.27936 0.17882
C 1.49102 -3.77376 0.76692
C 0.02591 -3.48541 0.88753
C -0.83833 -4.49654 1.32238
C -2.17037 -4.24665 1.52444
C -2.69155 -2.96387 1.27412
C -4.03629 -2.57404 1.49310
Br -5.28824 -3.80177 2.17251
C -4.43938 -1.29215 1.21974
C -3.54224 -0.36996 0.67061
Br -4.12126 1.37464 0.26911
C -2.23382 -0.71964 0.40636
O -1.33051 0.10850 -0.19669
C -1.78860 -2.00599 0.76575
N -0.43478 -2.25461 0.59423
H 1.81010 -4.42691 1.57818
H 2.08284 -2.86637 0.78252
H 1.69336 -4.31389 -0.16097
H -0.43053 -5.47703 1.52631
H -2.82349 -5.03268 1.88231
H -5.46036 -0.99289 1.41312
N 1.42407 0.19013 4.38572
C 0.39210 1.06530 4.16540
C 0.06484 0.93030 2.85631
N 0.90073 -0.02963 2.28560
C 1.70850 -0.45237 3.25564
H 1.88573 0.05121 5.27541
H -0.02022 1.69548 4.93489
H -0.70685 1.43019 2.29244
H 2.48184 -1.19594 3.15568
C 3.45267 0.58512 -2.47175
P 2.35184 -0.81068 -2.23650
C 3.03862 -2.31584 -2.91696
C 0.70309 -0.43491 -2.94799
O 2.08862 -1.01103 -0.71179
H 3.60178 0.78873 -3.53380
H 4.42177 0.34879 -2.02756
H 3.04580 1.46590 -1.98287
H 3.41680 -2.14473 -3.92653
H 2.27406 -3.09314 -2.94975
H 3.86243 -2.64615 -2.28181
H 0.59062 -0.91461 -3.92141
H 0.58892 0.63789 -3.10227
H -0.09553 -0.81807 -2.28944
C 1.20726 4.30432 -0.46279
S 0.61124 2.82455 -1.27737
C -1.14352 3.07183 -1.06199
O 0.98479 1.65226 -0.28825
H 0.74317 4.40675 0.51629
H 0.94794 5.15262 -1.09909
H 2.29141 4.24897 -0.37387
H -1.46711 3.85514 -1.75048
H -1.36678 3.36451 -0.03756
H -1.65279 2.14806 -1.31270

***

14
Properties=species:S:1:pos:R:3 method="wB97M-V/def2-TZVPD" de_lowest_kcal_mol=1.1 spin_multiplicity=1 smiles=CCN.N homo_lumo_gap_ev=10.513 total_charge=0 energy_ha=-191.6956 molar_mass_g_mol=62.12
N -2.57144 1.47923 -1.38033
H -1.60037 1.22920 -1.53833
H -3.06608 0.68536 -0.98416
H -2.99059 1.65721 -2.28718
C 1.86625 -0.65198 1.45706
C 0.63898 -0.11097 0.74464
N 0.48159 -0.76045 -0.58128
H 2.74014 -0.54430 0.82102
H 2.02749 -0.10014 2.38616
H 1.75311 -1.70557 1.72027
H -0.25345 -0.25292 1.36345
H 0.78899 0.95382 0.56593
H -0.48144 -0.62909 -0.88165
H 0.60658 -1.76116 -0.46063

***

20
Properties=species:S:1:pos:R:3 method="wB97M-V/def2-TZVPD" de_lowest_kcal_mol=113.8 spin_multiplicity=1 smiles="C/C=[NH+]/C[N@@H+](C)N" homo_lumo_gap_ev=11.238 total_charge=+2 energy_ha=-323.7117 molar_mass_g_mol=103.17
C 0.37050 -1.08182 0.19004
C -1.95544 -0.53210 0.34091
C -2.86447 0.43283 0.82248
C 1.60431 0.34582 -1.63725
N -0.67998 -0.15899 0.23070
N 1.69589 0.93784 0.73008
N 1.61745 -0.30497 -0.33422
H 0.70034 -1.47323 1.24854
H 0.14965 -1.94017 -0.41133
H -2.17545 -1.58195 0.16941
H -3.94191 0.42230 0.07000
H -2.31801 1.37284 0.69529
H -3.30896 0.06883 1.76913
H 0.97992 1.20753 -1.62837
H 2.59620 0.69718 -1.98017
H 1.16848 -0.52675 -2.15531
H -0.38013 0.77530 0.44344
H 2.17552 1.58164 0.10369
H 2.15309 0.68953 1.58383
H 2.41301 -0.93167 -0.25091

***

7
Properties=species:S:1:pos:R:3 method="wB97M-V/def2-TZVPD" de_lowest_kcal_mol=205.1 spin_multiplicity=1 homo_lumo_gap_ev="6.319 / 6.288" total_charge=0 energy_ha=-265.6244 molar_mass_g_mol=70.05
C 1.15658 -0.50564 -0.77357
C -0.87083 0.41914 0.86709
C -1.65675 0.97624 -0.13588
O -2.06120 1.63533 -0.97648
O -1.99238 -0.34007 0.45691
H 0.33082 -1.19914 -1.09431
H -0.14234 0.21038 1.59008

***

22
Properties=species:S:1:pos:R:3 method="wB97M-V/def2-TZVPD" de_lowest_kcal_mol=0.0 spin_multiplicity=1 homo_lumo_gap_ev="7.413 / 6.307" total_charge=+1 energy_ha=-1161.2212 molar_mass_g_mol=424.99
C 2.09818 0.19947 -3.70185
C 1.48856 1.53971 -1.75950
C 0.86315 1.66637 -0.52243
C 0.72474 -0.75553 -1.93780
C 1.43370 0.33062 -2.45461
C 0.07616 -0.63706 -0.70928
C 0.18072 0.59208 0.00660
C -1.04467 -0.39729 1.81131
C -0.68166 -1.67667 -0.12478
N 2.63919 0.08043 -4.70180
N -1.17555 -1.51791 1.12552
N -0.42666 0.65644 1.26355
N 1.94808 -2.24065 1.54953
I 3.58056 -2.32320 0.41162
I 1.48074 -3.70193 2.83249
H 2.02562 2.37657 -2.18004
H 0.91705 2.60191 0.01308
H 0.68611 -1.68512 -2.48219
H -1.44349 -0.32473 2.81102
H -0.82991 -2.62642 -0.60939
H -1.63143 -2.30918 1.57259
H -0.33854 1.52098 1.78220

***

107
Properties=species:S:1:pos:R:3 method="wB97M-V/def2-TZVPD" de_lowest_kcal_mol=0.0 spin_multiplicity=1 smiles="COP(=O)(OC)OC.COP(=O)(OC)OC.COP(=O)(OC)OC.COP(=O)(OC)OC.COP(=O)(OC)OC.O=S1(=O)OCCO1.O=S1(=O)OCCO1" homo_lumo_gap_ev=10.409 total_charge=0 energy_ha=-5366.0093 molar_mass_g_mol=948.61
C -3.72599 -0.82692 -2.91243
O -3.08787 -0.85945 -4.20084
P -3.95071 -0.90413 -5.52857
O -4.60730 0.34232 -5.87344
O -2.90794 -1.49750 -6.55619
C -1.82200 -0.69133 -6.96994
O -4.96354 -2.09682 -5.35565
C -4.49729 -3.44828 -5.21989
H -3.01147 -1.11846 -2.14968
H -4.58172 -1.49965 -2.88724
H -4.02229 0.20298 -2.71118
H -1.68591 -0.77430 -8.04812
H -0.86564 -0.96171 -6.51610
H -1.98798 0.36470 -6.74038
H -4.11945 -3.60218 -4.20963
H -3.74779 -3.68860 -5.96932
H -5.37125 -4.07101 -5.39406
C -1.98167 6.21452 -0.24451
O -2.66181 5.01209 -0.59605
P -2.00264 3.98194 -1.60280
O -0.55530 3.81753 -1.46817
O -2.53135 4.32507 -3.02419
C -1.85944 5.24873 -3.84282
O -2.78882 2.67989 -1.29823
C -2.55218 2.09761 0.01601
H -1.90823 6.32633 0.83961
H -2.54868 7.09273 -0.56217
H -0.97497 6.24232 -0.66122
H -2.53827 6.00970 -4.22703
H -1.36644 4.74409 -4.67436
H -1.06187 5.81174 -3.34195
H -2.04013 2.81687 0.65377
H -1.90774 1.25539 -0.20778
H -3.48345 1.80541 0.48946
C 1.51480 4.36347 1.17355
O 2.57820 5.14095 1.80151
P 4.00657 4.47551 1.88168
O 4.05229 3.13921 1.29216
O 4.30987 4.57450 3.43211
C 4.98789 3.50724 4.06615
O 5.01493 5.54340 1.33228
C 4.95450 5.77038 -0.09610
H 1.78121 4.18358 0.13606
H 0.60106 4.94525 1.19023
H 1.39560 3.45845 1.75649
H 5.34425 2.72842 3.38812
H 4.39343 2.99228 4.82236
H 5.88564 3.88976 4.55981
H 5.95376 6.04008 -0.41577
H 4.26334 6.59381 -0.28534
H 4.57545 4.90660 -0.64187
C 2.61044 -10.12411 1.16241
O 2.16351 -8.92312 0.54460
P 0.74192 -8.35825 0.91959
O 0.11910 -8.99831 2.07163
O 1.10617 -6.83751 1.03116
C 0.13285 -5.80460 1.30493
O -0.02485 -8.50887 -0.44604
C -1.39212 -8.18855 -0.56725
H 3.18924 -10.68668 0.43204
H 1.80388 -10.74023 1.55505
H 3.26532 -9.90904 2.01071
H -0.84046 -6.24837 1.55064
H 0.00311 -5.16862 0.43880
H 0.47423 -5.39215 2.24990
H -1.52414 -7.31994 -1.21598
H -1.89576 -8.04270 0.39010
H -1.93788 -9.00012 -1.05771
C 1.46874 3.48458 4.88551
O 0.12082 3.27151 5.30723
P -1.17057 3.49699 4.42050
O -0.93980 3.48101 2.97406
O -2.10187 2.39708 5.00421
C -2.82428 1.45574 4.23528
O -1.80166 4.82196 4.98308
C -1.75400 5.16811 6.37284
H 2.02284 3.79911 5.76739
H 1.56565 4.28744 4.15334
H 1.88585 2.56627 4.47353
H -2.56609 1.51088 3.18254
H -3.89405 1.63216 4.36983
H -2.64021 0.43579 4.57265
H -1.54907 6.23936 6.43550
H -0.92416 4.66741 6.86155
H -2.72152 5.00943 6.84032
C 1.00018 -0.08880 0.87828
C 0.73042 0.36653 -0.58288
O -0.39766 -0.39306 -1.01653
S -0.89221 -1.47444 0.04516
O -0.21518 -2.68134 -0.24566
O -2.27665 -1.44591 0.28051
O -0.21484 -0.70790 1.25901
H 1.07088 0.83527 1.44841
H 1.84028 -0.76457 0.99984
H 1.55943 0.07919 -1.22957
H 0.54358 1.43551 -0.64860
C 2.40298 -3.87843 -2.34329
C 3.90027 -3.49413 -2.43418
O 4.44345 -3.78982 -1.14348
S 3.33909 -3.84724 0.00591
O 3.30452 -2.59270 0.66657
O 3.48298 -5.04015 0.71694
O 2.08038 -3.98639 -0.95185
H 2.18037 -4.85730 -2.77020
H 1.74013 -3.15677 -2.81768
H 3.95845 -2.42042 -2.58724
H 4.35432 -4.17536 -3.14179

***

18
Properties=species:S:1:pos:R:3 method="wB97M-V/def2-TZVPD" de_lowest_kcal_mol=82.9 spin_multiplicity=1 homo_lumo_gap_ev=6.602 total_charge=-1 energy_ha=-894.7831 molar_mass_g_mol=171.20
C 1.44052 1.11591 0.35290
C 2.25792 0.27929 0.96606
C 0.39641 -1.34874 -1.53555
C -0.54653 -0.46258 -1.14775
C -1.97334 -0.19345 -1.44407
C -0.15640 -0.18462 1.62640
C -0.00443 0.86484 0.53054
O -2.44784 -0.42495 -2.50602
O -2.65140 0.38500 -0.42692
O -0.93177 1.77535 0.50835
S 1.40005 -1.01310 1.98176
H 1.72092 1.93155 -0.30232
H 3.29954 0.04062 1.00360
H 1.46469 -1.15152 -1.31949
H 0.46952 -1.96936 -2.36672
H -0.67016 0.18350 2.51026
H -1.02783 -0.93124 1.33691
H -2.03987 1.10351 0.23205